[1]
Computed, not measured: C45H47AsAuNPSe2Te2 as an isolated structure in a non-equilibrium geometry, with ωB97M-V/def2-TZVPD.

Summary:
E_HOMO (alpha / beta)   -3.202 / -3.817 eV
Energy relative to the best compared isomer or geometry (same formula, charge and spin)   0.9453 eV

```
! wB97M-V def2-TZVPD RIJCOSX def2/J DEFGRID3
* xyz -1 3
Au 0.807 -0.890 0.544
Se 2.313 -2.207 -0.848
Te 1.643 -4.517 -1.242
Te 2.913 -3.096 -4.549
Se 3.089 -1.387 -2.830
C 3.415 -3.270 2.433
C 2.645 -3.705 3.638
C 3.193 -4.592 4.555
C 2.473 -5.016 5.658
C 1.180 -4.565 5.858
C 0.615 -3.682 4.958
C 1.343 -3.241 3.858
P 0.624 -2.001 2.707
C -1.156 -2.287 2.991
C -1.867 -1.537 3.923
C -3.230 -1.712 4.064
C -3.884 -2.654 3.288
C -3.175 -3.425 2.384
C -1.809 -3.248 2.216
C -1.036 -4.024 1.208
C 0.956 -0.470 3.587
C 1.729 -0.328 4.730
C 2.067 0.935 5.181
C 1.639 2.058 4.480
C 0.844 1.927 3.361
C 0.449 0.668 2.907
C -0.364 0.457 1.731
H 4.487 -3.411 2.564
H 3.228 -2.213 2.222
H 3.103 -3.853 1.559
H 4.202 -4.952 4.410
H 2.922 -5.697 6.368
H 0.610 -4.888 6.719
H -0.388 -3.311 5.118
H -1.350 -0.799 4.523
H -3.778 -1.114 4.780
H -4.953 -2.777 3.377
H -3.691 -4.156 1.779
H -1.550 -4.930 0.898
H -0.052 -4.307 1.597
H -0.876 -3.406 0.320
H 2.080 -1.205 5.259
H 2.680 1.052 6.062
H 1.920 3.045 4.819
H 0.492 2.806 2.838
H -0.668 1.375 1.226
H -1.246 -0.163 1.896
C -3.659 5.859 0.601
C -2.963 4.655 0.039
C -1.584 4.536 0.077
C -0.921 3.453 -0.487
C 0.578 3.487 -0.444
C -1.649 2.416 -1.091
As -1.007 0.602 -1.623
N 0.735 0.515 -1.101
C 1.903 0.979 -1.582
C 2.051 1.518 -2.877
C 3.280 1.904 -3.361
C 4.422 1.776 -2.585
C 4.299 1.305 -1.286
C 3.073 0.926 -0.788
C -0.905 0.556 -3.614
C -0.647 -0.713 -4.159
C -0.577 -1.952 -3.317
C -0.415 -0.851 -5.524
C -0.471 0.236 -6.378
C -0.198 0.115 -7.848
C -0.799 1.474 -5.841
C -1.016 1.651 -4.483
C -1.339 3.039 -4.002
C -3.048 2.529 -1.110
C -3.930 1.472 -1.722
C -3.681 3.641 -0.575
H -2.978 6.460 1.199
H -4.499 5.565 1.230
H -4.044 6.487 -0.204
H -1.003 5.320 0.550
H 0.927 4.365 0.100
H 0.995 3.527 -1.452
H 0.983 2.609 0.054
H 1.175 1.611 -3.503
H 3.346 2.297 -4.367
H 5.391 2.040 -2.983
H 5.180 1.222 -0.659
H 2.979 0.589 0.247
H -1.244 -1.890 -2.450
H 0.443 -2.093 -2.941
H -0.822 -2.838 -3.898
H -0.169 -1.829 -5.918
H 0.134 -0.886 -8.103
H 0.570 0.826 -8.148
H -1.097 0.344 -8.423
H -0.861 2.334 -6.500
H -1.253 3.756 -4.818
H -0.661 3.349 -3.209
H -2.353 3.089 -3.607
H -3.370 0.780 -2.352
H -4.708 1.936 -2.328
H -4.421 0.896 -0.935
H -4.763 3.713 -0.626
*
```

=====

[2]
Computed, not measured: C29H52N7OPb2 as an isolated structure in a non-equilibrium geometry, with ωB97M-V/def2-TZVPD.

Summary:
E_HOMO   -17.102 eV
Energy relative to the best compared isomer or geometry (same formula, charge and spin)   0.0000 eV

```
! wB97M-V def2-TZVPD RIJCOSX def2/J DEFGRID3
* xyz 3 1
Pb 4.351 -1.989 0.904
Pb 1.621 -1.853 3.299
C 0.864 -0.626 0.065
O 1.968 -0.820 0.908
H -0.006 -1.105 0.513
H 0.571 0.405 -0.130
H 1.015 -1.128 -0.891
C 0.086 4.170 2.592
C 0.419 4.464 1.117
C -0.256 3.556 0.115
C -1.720 3.633 0.178
N -2.834 3.744 0.182
H 0.739 4.684 3.297
H 0.230 3.103 2.764
H -0.936 4.477 2.813
H 1.487 4.296 0.977
H 0.169 5.514 0.967
H -0.023 2.498 0.233
H 0.042 3.863 -0.888
C 2.867 3.383 -1.587
C 2.026 2.432 -2.514
C 2.616 1.063 -2.734
C 3.933 1.129 -3.457
N 4.950 1.156 -4.035
H 3.936 3.419 -1.793
H 2.741 3.086 -0.546
H 2.514 4.396 -1.781
H 2.027 3.043 -3.417
H 1.013 2.340 -2.121
H 1.949 0.447 -3.339
H 2.809 0.484 -1.831
C -4.217 0.401 0.831
C -2.746 0.337 1.273
C -2.480 0.982 2.609
C -1.163 0.597 3.103
N -0.120 0.255 3.520
H -4.322 0.157 -0.226
H -4.666 1.390 0.923
H -4.838 -0.293 1.397
H -2.118 0.762 0.490
H -2.501 -0.721 1.368
H -3.210 0.702 3.369
H -2.542 2.070 2.618
C 1.388 -6.803 -1.292
C 0.666 -5.658 -1.979
C 0.869 -4.252 -1.372
C 2.179 -3.656 -1.389
N 3.233 -3.193 -1.404
H 2.467 -6.659 -1.235
H 1.321 -7.740 -1.844
H 0.996 -6.915 -0.281
H -0.395 -5.893 -1.905
H 0.975 -5.596 -3.023
H 0.479 -4.166 -0.358
H 0.219 -3.666 -2.023
C -3.049 -2.864 -0.395
C -3.810 -3.324 0.855
C -2.909 -4.055 1.870
C -1.691 -3.340 2.355
N -0.769 -2.767 2.698
H -2.684 -3.683 -1.014
H -2.183 -2.207 -0.313
H -3.660 -2.313 -1.110
H -4.599 -3.997 0.520
H -4.290 -2.493 1.371
H -2.581 -4.986 1.408
H -3.530 -4.207 2.752
C 5.552 2.962 3.591
C 4.170 2.369 3.672
C 3.555 2.005 2.342
C 4.361 1.223 1.388
N 4.981 0.597 0.636
H 5.657 3.887 3.025
H 6.186 2.271 3.035
H 5.899 3.093 4.616
H 3.455 3.004 4.196
H 4.280 1.446 4.241
H 3.193 2.827 1.725
H 2.650 1.450 2.587
C -2.180 0.588 -2.291
C -2.677 0.514 -3.754
C -4.210 0.444 -3.888
C -4.724 -0.863 -3.418
N -5.145 -1.898 -3.136
H -1.131 0.882 -2.281
H -2.240 -0.393 -1.819
H -2.755 1.278 -1.674
H -2.265 -0.320 -4.323
H -2.370 1.385 -4.333
H -4.555 0.527 -4.918
H -4.571 1.250 -3.249
*
```

=====

[3]
Computed, not measured: a 2-piece molecular cluster, C6H12O overall, with ωB97M-V/def2-TZVPD.

Summary:
E_HOMO   -8.787 eV
Energy relative to the best compared isomer or geometry (same formula, charge and spin)   4.3350 eV

```
! wB97M-V def2-TZVPD RIJCOSX def2/J DEFGRID3
* xyz 0 1
C -2.378 0.447 0.007
C -1.218 -0.487 0.228
C -0.442 -1.064 -0.858
O 0.618 -1.717 -0.595
C 1.567 -0.024 0.650
C 2.425 0.408 -0.507
C 0.486 0.690 1.088
H -3.346 -0.053 0.125
H -2.331 0.898 -0.990
H -2.338 1.253 0.746
H -1.216 -1.095 1.130
H -1.492 -1.679 -0.758
H -0.558 -0.522 -1.821
H 1.954 -0.829 1.268
H 2.822 -0.453 -1.050
H 3.266 1.016 -0.148
H 1.851 1.027 -1.207
H 0.224 1.624 0.594
H 0.104 0.560 2.099
*
```

=====

[4]
Computed, not measured: C22H66FeN11O12 as an isolated structure in a non-equilibrium geometry, with ωB97M-V/def2-TZVPD.

Summary:
E_HOMO (alpha / beta)   -9.687 / -9.824 eV

```
! wB97M-V def2-TZVPD RIJCOSX def2/J DEFGRID3
* xyz 1 5
Fe 12.229 11.178 11.418
C 9.347 11.126 9.224
C 9.145 9.650 9.592
C 9.096 8.911 8.284
C 9.162 7.373 8.420
C 10.271 6.968 9.318
C 10.395 7.836 10.633
N 10.348 9.197 10.234
O 10.644 10.068 11.279
C 11.844 7.445 11.085
C 9.374 7.479 11.765
C 7.703 9.593 10.145
H 9.614 11.618 10.182
H 8.389 11.570 8.813
H 10.127 11.386 8.567
H 9.908 9.293 7.665
H 8.217 9.103 7.646
H 9.311 6.972 7.417
H 8.171 7.057 8.738
H 11.214 7.082 8.812
H 10.202 5.899 9.577
H 12.027 6.386 10.882
H 12.076 7.654 12.161
H 12.560 8.043 10.577
H 9.070 8.415 12.218
H 9.894 6.850 12.496
H 8.416 7.072 11.372
H 7.343 8.544 10.121
H 7.004 10.132 9.460
H 7.542 9.868 11.214
C 16.037 9.604 11.864
O 17.066 10.068 10.974
H 15.570 10.533 12.225
H 15.367 8.863 11.437
H 16.588 9.174 12.738
H 17.742 9.420 10.789
C 8.419 11.064 16.617
O 9.615 11.217 15.823
H 7.637 11.829 16.437
H 8.038 10.038 16.570
H 8.736 11.129 17.648
H 9.341 11.040 14.891
C 7.698 11.674 12.771
O 8.610 10.765 13.353
H 7.952 11.839 11.727
H 6.723 11.350 12.821
H 7.859 12.703 13.229
H 9.170 10.484 12.617
C 7.187 14.381 9.467
O 8.549 14.662 9.788
H 6.553 15.212 9.640
H 7.052 14.052 8.397
H 6.876 13.596 10.170
H 8.841 15.593 9.624
C 14.952 10.465 4.034
O 13.901 10.195 4.967
H 14.862 9.935 3.099
H 14.929 11.515 3.850
H 15.851 10.122 4.451
H 13.053 10.263 4.493
C 17.838 12.456 7.271
C 18.035 12.563 8.819
C 18.573 13.898 9.297
O 16.713 12.400 9.442
H 18.634 12.996 6.757
H 16.899 12.991 7.003
H 17.952 11.491 6.919
H 18.664 11.746 9.166
H 18.582 14.049 10.361
H 17.871 14.606 8.754
H 19.554 14.079 8.969
H 16.775 11.556 9.965
C 10.844 13.372 13.385
O 11.279 12.249 13.228
N 10.996 14.386 12.503
N 10.151 13.665 14.484
H 10.284 15.108 12.560
H 11.317 14.127 11.586
H 9.951 12.885 15.017
H 10.102 14.547 14.971
C 12.305 13.307 8.936
O 11.841 12.757 9.923
N 11.530 13.566 7.791
N 13.626 13.508 8.736
H 11.784 14.142 6.993
H 10.587 13.717 8.168
H 14.309 13.077 9.384
H 13.868 13.928 7.833
C 12.528 9.741 14.141
O 13.168 10.333 13.279
N 11.275 9.258 13.945
N 12.883 9.708 15.418
H 10.753 9.467 13.083
H 10.766 8.930 14.796
H 12.661 8.910 16.025
H 13.846 10.055 15.579
C 14.469 13.383 12.461
O 13.864 12.640 11.694
N 15.595 14.004 12.133
N 14.078 13.733 13.715
H 16.084 14.489 12.866
H 16.052 13.875 11.210
H 14.651 14.289 14.341
H 13.336 13.200 14.082
C 13.552 9.947 8.791
O 13.615 10.291 9.998
N 12.404 9.555 8.192
N 14.624 10.103 7.930
H 11.572 9.439 8.744
H 12.464 9.634 7.224
H 14.455 10.260 6.914
H 15.290 10.745 8.288
*
```

=====

[5]
Computed, not measured: a 2-piece molecular cluster, C4H11NO2 overall in a non-equilibrium geometry, with ωB97M-V/def2-TZVPD.

Summary:
E_HOMO   -8.619 eV
Energy relative to the best compared isomer or geometry (same formula, charge and spin)   3.6346 eV

```
! wB97M-V def2-TZVPD RIJCOSX def2/J DEFGRID3
* xyz 0 1
C 0.661 -1.884 0.039
N 1.349 -0.673 -0.383
C 2.159 -0.681 -1.556
C 1.229 0.451 0.619
C -0.187 0.643 0.154
O -1.209 0.890 0.765
H 0.394 -1.851 1.088
H -0.299 -1.982 -0.518
H 1.064 -2.792 -0.411
H 1.613 -0.876 -2.488
H 2.956 -1.434 -1.533
H 2.620 0.296 -1.703
H 1.935 1.272 0.490
H 1.591 0.029 1.554
H -0.117 1.104 -0.848
O -3.648 1.568 0.583
H -3.631 0.680 0.967
H -2.720 1.519 0.248
*
```

=====

[6]
Computed, not measured: one molecule with the formula C12H14N2O3S in a non-equilibrium geometry, with ωB97M-V/def2-TZVPD.

Summary:
E_HOMO   -8.907 eV
Energy relative to the best compared isomer or geometry (same formula, charge and spin)   2.5829 eV

```
! wB97M-V def2-TZVPD RIJCOSX def2/J DEFGRID3
* xyz 0 1
C 2.814 0.804 -2.544
C 1.346 1.215 -2.696
C 0.891 1.630 -4.031
C -0.478 1.997 -4.275
C -1.406 1.842 -3.311
C -1.006 1.387 -2.063
C 0.315 1.112 -1.698
N 0.658 0.509 -0.462
C -0.179 0.110 0.477
N -1.364 0.486 0.839
C -1.606 -0.085 2.096
O -2.600 0.275 2.712
C -0.666 -1.092 2.700
C -1.378 -2.466 2.897
O -1.894 -3.013 1.668
C -0.003 -0.718 4.068
O 1.163 -1.446 4.210
S 0.569 -1.174 1.349
H 2.916 -0.203 -2.965
H 3.003 0.703 -1.430
H 3.560 1.504 -2.990
H 1.687 1.932 -4.706
H -0.602 2.574 -5.116
H -2.387 1.930 -3.585
H -1.747 1.227 -1.366
H 1.530 0.062 -0.319
H -0.809 -3.287 3.374
H -2.235 -2.327 3.564
H -1.195 -3.421 1.122
H -0.624 -1.119 4.906
H 0.075 0.354 4.174
H 1.649 -1.301 3.401
*
```

=====

[7]
Computed, not measured: C24H19InN6OS6 as an isolated structure, with ωB97M-V/def2-TZVPD.

Summary:
E_HOMO   -6.660 eV
Energy relative to the best compared isomer or geometry (same formula, charge and spin)   0.0000 eV

```
! wB97M-V def2-TZVPD RIJCOSX def2/J DEFGRID3
* xyz 0 1
In 0.322 -0.405 -0.293
O 1.833 -3.990 1.362
C 1.563 -2.832 1.044
N 0.451 -2.414 0.429
C -0.446 -3.421 -0.086
C -0.837 -3.102 -1.507
C -1.096 -4.104 -2.435
C -1.460 -3.746 -3.720
C -1.560 -2.400 -4.046
C -1.284 -1.468 -3.067
N -0.931 -1.816 -1.832
C 2.566 -1.737 1.343
C 3.777 -2.080 1.928
C 4.726 -1.095 2.129
C 4.433 0.208 1.745
C 3.199 0.467 1.177
N 2.288 -0.483 0.986
H -1.367 -3.460 0.512
H 0.031 -4.402 -0.034
H -0.990 -5.140 -2.145
H -1.655 -4.507 -4.464
H -1.829 -2.081 -5.043
H -1.340 -0.405 -3.266
H 3.935 -3.114 2.197
H 5.686 -1.334 2.567
H 5.149 1.007 1.873
H 2.926 1.462 0.843
S 3.075 4.379 -5.208
C 2.513 3.315 -4.099
S 2.880 1.621 -4.103
C 1.953 1.163 -2.681
C 1.305 2.170 -2.066
S 0.295 2.095 -0.644
S 1.471 3.763 -2.782
S 1.965 -0.521 -2.266
S -2.983 0.023 -0.391
C -2.921 1.660 -0.112
N -3.115 2.519 -1.175
C -3.147 3.855 -1.041
C -2.978 4.405 0.191
C -2.737 3.506 1.248
N -2.723 2.204 1.112
H -3.172 2.090 -2.086
H -3.302 4.442 -1.935
H -3.004 5.472 0.347
H -2.550 3.876 2.251
C -1.387 0.619 4.479
C -1.895 -0.443 3.748
C -1.405 -0.666 2.473
N -0.463 0.097 1.926
C 0.030 1.113 2.630
C -0.402 1.411 3.910
H -1.753 0.825 5.477
H -2.660 -1.091 4.151
H -1.786 -1.470 1.861
H 0.787 1.713 2.140
H 0.024 2.247 4.448
*
```

=====

[8]
Computed, not measured: an isolated ion of composition C7H14FN4 and charge +1 in a non-equilibrium geometry, with ωB97M-V/def2-TZVPD.

Summary:
E_HOMO   -11.470 eV
Energy relative to the best compared isomer or geometry (same formula, charge and spin)   1.0002 eV

```
! wB97M-V def2-TZVPD RIJCOSX def2/J DEFGRID3
* xyz 1 1
H 0.766 -0.616 2.088
N 0.674 -0.983 1.067
C 1.362 -0.743 0.075
C 1.096 -1.045 -1.250
C -0.191 -1.467 -1.688
N -1.275 -1.281 -1.040
C -1.942 -0.907 0.045
N -2.601 -1.829 0.749
C -2.105 0.494 0.607
C -2.074 1.594 -0.453
F -0.688 1.900 -0.654
N 2.888 0.224 0.135
C 2.735 1.558 0.468
H 1.717 -1.141 -2.121
H -0.289 -2.013 -2.619
H -3.107 -1.538 1.582
H -2.383 -2.804 0.520
H -3.025 0.583 1.205
H -1.268 0.690 1.178
H -2.479 1.236 -1.473
H -2.515 2.551 -0.168
H 3.447 -0.307 0.813
H 3.278 -0.059 -0.790
H 2.409 1.743 1.567
H 3.691 1.977 0.290
H 1.881 2.183 -0.134
*
```

=====

| no. | DFT total energy (Eh) |
| --- | --- |
| 1 | -9849.48916 |
| 2 | -1979.32495 |
| 3 | -310.89996 |
| 4 | -3646.71028 |
| 5 | -364.13460 |
| 6 | -1199.04275 |
| 7 | -3909.12107 |
| 8 | -593.67234 |